[1]
# C6H23N2O3

A 4-piece molecular cluster, C6H23N2O3 overall in a non-equilibrium geometry (ωB97M-V/def2-TZVPD, the Open Molecules 2025 dataset).

Computed properties:
E_tot: -577.393902 hartree
charge: +1

Structure (XYZ):
```
34
Properties=species:S:1:pos:R:3:forces:R:3
C -1.35547 -0.24987 0.21373 0.92 0.71 -0.37
N -0.81413 0.44778 1.39777 -0.39 -0.32 -0.31
C -0.44988 -0.48142 2.47372 1.12 -0.24 -0.19
C 0.83827 -0.06819 3.20980 -0.58 -0.09 0.27
C 2.08687 -0.59389 2.52052 0.56 0.45 0.66
C -0.17499 -0.51536 -0.71159 -0.20 -0.16 -0.03
N 0.47011 0.77319 -1.10347 1.32 -0.37 -0.93
C -0.07963 1.38756 -2.33036 -0.67 -0.32 -0.89
H -1.83878 -1.19080 0.48405 -0.33 0.16 -0.30
H -1.98540 0.46890 -0.30698 -0.63 -0.36 0.08
H -1.54953 1.06900 1.70549 0.12 0.13 0.31
H -1.26540 -0.66909 3.15306 -0.40 0.09 0.31
H -0.19856 -1.44908 2.01855 -0.29 0.06 -0.02
H 0.75495 -0.43474 4.23695 0.27 -0.14 -0.10
H 0.87901 1.01171 3.32506 -0.06 0.26 -0.01
H 3.00169 -0.27373 3.03284 -0.22 -0.05 0.15
H 2.09168 -1.68023 2.54951 0.00 -0.11 -0.41
H 2.22370 -0.17968 1.52195 -0.27 -0.31 -0.31
H 0.53115 -1.12300 -0.17442 0.67 0.03 0.37
H -0.31092 -1.03971 -1.65736 -0.75 -0.02 0.12
H 0.60383 1.46706 -0.37133 -0.48 0.27 0.74
H 1.42810 0.53087 -1.34658 0.24 -0.01 0.07
H 0.40752 2.31628 -2.57220 0.06 0.50 0.44
H -1.16119 1.45472 -2.27470 0.04 0.33 0.26
H 0.09296 0.74565 -3.19322 0.16 -0.35 0.28
H 1.26575 3.28015 1.64787 0.15 0.21 -0.24
H 1.03724 1.80031 1.51948 0.01 0.05 -0.07
O 1.47207 2.54117 1.06298 -0.30 -0.33 0.16
H -2.48164 0.77978 -4.46653 -0.65 -0.24 -0.26
H -3.27516 -0.33546 -3.62513 -0.27 0.23 -0.58
O -2.48462 0.19901 -3.70489 0.81 -0.02 0.80
H 0.44566 -3.40933 -2.09047 0.21 0.48 0.14
H -0.27271 -3.67153 -3.31567 -0.23 0.44 -0.53
O 0.06743 -2.90804 -2.82841 0.07 -0.97 0.40
```
Forces are in eV/Å.

[2]
# C6H23NO4

A 5-piece molecular cluster, C6H23NO4 overall in a non-equilibrium geometry (ωB97M-V/def2-TZVPD, the Open Molecules 2025 dataset).

Computed properties:
SMILES: CC(C)C[C@H](C)N.O.O.O.O
E_tot: -598.089673 hartree
charge: 0

Structure (XYZ):
```
34
Properties=species:S:1:pos:R:3:forces:R:3
C -2.58112 0.54297 0.14862 -0.05 0.40 0.97
C -1.46068 1.14009 -0.71274 -0.71 -0.55 -0.47
C -0.12026 0.76513 -0.11044 1.27 -0.10 0.02
C 0.42885 1.65716 0.99159 -0.24 1.59 1.07
C 0.99208 2.96361 0.38762 -1.04 -0.30 -1.10
C 1.41793 1.03512 1.97708 -1.15 -1.41 1.27
N -1.57852 0.53021 -2.05824 -0.16 -0.13 0.30
H -3.55729 1.02042 0.02975 0.03 -0.20 -0.63
H -2.41899 0.69057 1.23039 0.38 -0.12 -0.27
H -2.62501 -0.52791 -0.05242 -0.19 0.08 0.04
H -1.64651 2.20944 -0.84700 0.53 0.17 0.50
H -0.15091 -0.28479 0.18372 -0.30 -0.10 0.35
H 0.70866 0.77508 -0.82132 -0.24 -0.01 -0.76
H -0.41068 2.01155 1.60772 -0.02 -0.40 0.07
H 1.58215 3.60124 1.03536 0.22 -0.24 0.20
H 0.15620 3.58063 0.01502 0.21 -0.12 0.22
H 1.51194 2.67738 -0.52983 0.60 0.31 0.18
H 2.46631 0.91159 1.76533 0.36 0.31 -0.69
H 1.06080 0.02494 2.25100 0.22 0.39 -0.60
H 1.33705 1.45965 2.98526 0.21 0.67 -0.39
H -2.14210 1.12897 -2.64692 0.12 -0.21 -0.21
H -0.67696 0.38293 -2.47949 0.17 0.45 -0.24
H 0.26764 -1.39551 -2.89182 -0.39 0.52 0.28
H 1.10744 -1.94525 -3.92815 0.51 -0.18 -0.72
O 1.10381 -1.19765 -3.33056 -0.42 -0.44 0.37
H 2.24048 -1.91410 -0.41442 0.23 0.26 0.15
H 1.57093 -2.24672 -1.75424 0.37 -0.04 0.59
O 1.70325 -2.57879 -0.84111 -0.48 -0.12 -0.57
H -0.22021 -4.07748 0.96643 -0.24 -0.70 0.20
H -0.13493 -3.11789 -0.09705 0.05 0.22 -0.70
O -0.78307 -3.73450 0.26483 0.39 0.37 0.49
H -0.17957 -2.48620 2.12554 0.00 0.03 0.48
H 0.68643 -1.36462 2.64099 -0.15 -0.72 0.42
O 0.34488 -2.23725 2.90947 -0.10 0.34 -0.80
```
Forces are in eV/Å.

[3]
# C6H23NO5

A 5-piece molecular cluster, C6H23NO5 overall in a non-equilibrium geometry (ωB97M-V/def2-TZVPD, the Open Molecules 2025 dataset).

Computed properties:
SMILES: COC[C@H](C)N.CCO.O.O.O
E_tot: -673.295481 hartree
charge: 0

Structure (XYZ):
```
35
Properties=species:S:1:pos:R:3:forces:R:3
O -2.78385 -0.23305 -0.83999 -0.02 0.19 -0.27
H -2.89626 -0.98868 -0.26326 0.05 -0.13 0.36
H -3.21727 -0.48656 -1.65492 -0.18 -0.08 -0.31
O -0.34442 0.55563 0.25392 0.50 0.87 -0.17
H -1.04628 0.51401 -0.39561 -0.30 -0.21 -0.25
H -0.20192 -0.35506 0.51195 0.02 -0.81 0.22
O -2.94074 2.43328 -2.48579 -0.05 -0.02 -0.34
H -2.73082 3.20837 -1.96483 0.02 0.20 0.12
H -2.72277 1.69526 -1.91654 0.02 -0.16 0.30
C 2.55552 -3.21249 0.22329 0.78 0.46 -1.79
C 1.47809 -2.22210 -0.34576 -0.26 -1.10 1.02
C 1.08347 -2.34802 -1.89623 0.54 -1.44 2.11
O 2.18718 -2.09425 -2.68983 1.17 2.45 -0.50
C 2.50589 -0.63676 -2.82066 -1.22 -1.07 -0.46
N 0.30236 -2.41727 0.55605 -0.66 0.83 -1.12
H 2.90940 -2.87501 1.19745 -0.30 0.00 0.08
H 3.43653 -3.21659 -0.41851 0.25 0.28 -0.11
H 2.31476 -4.27517 0.25208 -0.74 0.11 0.16
H 1.88413 -1.22933 -0.15178 -0.16 0.17 -0.22
H 0.15708 -1.88024 -2.22951 0.06 0.96 0.41
H 0.84850 -3.39998 -2.05827 0.16 -0.38 0.03
H 1.56462 -0.09916 -2.93508 -0.22 -0.03 -0.10
H 3.05613 -0.49944 -3.75152 0.16 -0.29 0.24
H 2.99957 -0.12830 -1.99250 0.33 -0.73 0.26
H -0.23743 -3.18625 0.18538 -0.22 -0.14 0.02
H 0.55814 -2.68943 1.49445 0.33 0.07 -0.01
C -1.40056 3.92377 3.75017 0.06 -1.24 -0.21
C -0.94928 3.28559 2.39462 -0.55 0.26 1.24
O -1.57340 2.01589 2.20672 -0.08 1.06 0.38
H -1.41775 3.15995 4.52758 0.45 -0.42 -0.08
H -2.45169 4.21078 3.77927 0.11 0.58 -0.54
H -0.72470 4.68503 4.13978 -0.19 0.28 -0.41
H 0.12905 3.12760 2.37601 0.22 0.22 0.22
H -1.19430 3.93875 1.55710 -0.08 0.28 -0.04
H -1.13688 1.71910 1.40487 -0.01 -1.02 -0.26
```
Forces are in eV/Å.

[4]
# C6H24AgClN12O6

C6H24AgClN12O6 as an isolated structure in a non-equilibrium geometry (ωB97M-V/def2-TZVPD, the Open Molecules 2025 dataset).

Computed properties:
E_tot: -1958.497360 hartree
2S+1: 2
<S²>: 0.75
charge: +1

Structure (XYZ):
```
50
Properties=species:S:1:pos:R:3:forces:R:3
Ag -4.26723 0.58094 -0.72762 1.08 0.01 0.22
Cl -1.79073 0.36125 -0.00574 -1.04 0.07 -0.11
C -0.14561 0.13283 3.94105 -0.08 -0.61 -2.67
O 0.61105 0.23551 4.89025 2.92 0.86 3.85
N 0.22894 0.26985 2.73462 3.61 1.60 -3.84
N -1.32358 -0.27989 4.01668 -6.42 -2.11 2.31
H 1.16595 0.57609 2.51476 0.24 0.12 0.02
H -0.41761 0.45120 1.98017 -0.48 0.30 0.05
H -1.73401 -0.69159 3.19076 0.41 0.02 0.24
H -1.74805 -0.60974 4.87174 0.15 0.29 0.16
C 2.22491 -0.35464 -0.46128 0.96 -0.60 1.36
O 2.30848 0.81586 -0.22908 -1.06 3.30 0.48
N 1.31312 -1.20213 -0.04967 -4.23 -0.16 1.52
N 3.19459 -1.06292 -0.90645 4.07 -1.89 -2.67
H 1.31100 -2.17180 -0.33221 -0.55 0.36 0.43
H 0.57560 -0.76461 0.48393 -0.32 -0.90 -0.34
H 4.09652 -0.63096 -1.04799 -0.15 -0.49 -0.32
H 2.99081 -2.05087 -0.95674 1.36 0.24 -0.38
C 0.66778 2.53272 -3.34007 -0.11 -0.36 -2.51
O 0.68718 2.88548 -4.49911 -0.12 0.99 -0.94
N 1.68340 2.52632 -2.53550 3.36 0.89 2.24
N -0.38287 1.94688 -2.80339 -3.60 -1.51 1.23
H 2.47745 3.11246 -2.75001 -0.08 -0.39 0.00
H 1.64147 2.03962 -1.65149 0.43 0.24 0.09
H -1.18227 1.76189 -3.39232 0.30 0.05 0.12
H -0.38559 1.56617 -1.86789 -0.05 0.08 -0.29
C -0.11161 -2.89160 -2.61671 -0.66 -0.68 -2.04
O 0.13304 -3.90439 -3.19932 1.12 -1.87 -1.53
N -0.02415 -1.64748 -3.05051 0.90 3.05 -0.99
N -0.72832 -2.90596 -1.47540 -1.78 -0.76 4.89
H 0.17373 -1.36883 -4.00093 0.39 -0.27 0.37
H 0.10350 -1.00640 -2.28056 -0.06 0.64 -0.77
H -1.02220 -2.06389 -1.00143 -0.14 -0.23 -0.13
H -0.92274 -3.79134 -1.02999 0.08 0.34 -0.18
C 0.43078 4.12505 1.15521 -0.46 -0.63 1.31
O 0.25644 3.52120 2.18800 -0.23 -1.37 2.05
N 1.17287 5.23517 1.14078 0.71 1.24 -0.92
N -0.15794 3.72324 0.03473 0.05 0.81 -2.22
H 1.39419 5.66665 2.02675 0.01 -0.17 -0.34
H 1.29707 5.73748 0.27339 0.10 0.21 0.46
H -0.62275 2.83132 -0.05765 0.27 0.31 0.22
H 0.13495 4.25474 -0.77262 -0.53 -0.68 -0.45
C -1.60821 -3.29370 1.69696 2.59 2.59 4.16
O -0.76871 -2.96782 2.54272 0.28 1.31 0.03
N -2.67257 -2.57731 1.48871 -2.82 2.23 0.07
N -1.43671 -4.32322 0.98491 0.20 -6.53 -3.85
H -2.62045 -1.68370 1.95651 -0.83 -0.38 -0.44
H -3.46916 -2.83848 0.92537 0.39 0.16 -0.01
H -2.18327 -5.00308 1.00788 -0.23 0.02 -0.56
H -0.54826 -4.80346 0.99603 0.05 0.28 0.63
```
Forces are in eV/Å.